Entry 1:
Below is a single C4H7NO molecule, with properties calculated with the ωB97M-V functional and the def2-TZVPD basis.

Structure (XYZ):
```
13
Properties=species:S:1:pos:R:3:forces:R:3:mulliken_charge:R:1
C -1.760330 -0.960304 0.612064 0.0721 0.1204 0.0015 -1.22
C -0.484259 -0.479319 -0.064428 0.0176 -0.1808 -0.2501 -0.17
O -0.083261 0.787467 0.460309 0.3451 0.1362 -0.3902 -0.33
C 1.129998 1.314888 -0.003102 0.2429 0.8243 -1.6395 -0.22
C 2.157203 0.443786 -0.527937 1.5974 -1.7069 -0.0272 0.21
N 2.856701 -0.023390 -1.326595 -0.0781 -0.2397 0.9941 -0.46
H -2.556398 -0.214202 0.537966 0.1315 -0.0534 -0.0108 0.31
H -2.109250 -1.876505 0.118248 0.1360 0.2084 0.0784 0.36
H -1.596366 -1.191969 1.669150 0.0297 0.1068 -0.1580 0.31
H -0.638464 -0.369547 -1.143986 -0.0063 -0.1175 0.0171 0.31
H 0.320984 -1.208736 0.098029 -0.0817 0.1004 -0.0909 0.32
H 1.395876 2.098329 0.715333 0.4340 -0.3803 -0.4481 0.36
H 1.367563 1.679500 -1.145055 -2.8401 1.1820 1.9237 0.21
```
Positions in Å, forces in eV/Å.

Computed properties:
Structure (SMILES) ... CCOCC#N
HOMO ... -10.1 eV
Energy ... -286.521788 a.u.
Total charge ... 0

=====

Entry 2:
Below is a single H10N6P2 molecule, with properties calculated with the ωB97M-V functional and the def2-TZVPD basis.

Structure (XYZ):
```
18
Properties=species:S:1:pos:R:3:forces:R:3:mulliken_charge:R:1
N -1.315966 -1.860681 0.046388 -0.6681 0.6014 0.2373 -0.90
N -2.236766 0.735436 1.086284 -0.1957 -3.5588 -0.0470 -0.67
N -2.250048 0.350438 -1.386177 -1.8159 2.9576 0.3661 -0.55
N 2.842878 0.630991 0.142088 3.4103 -1.5071 1.1677 -0.67
N 0.284715 0.524279 -0.320438 0.1295 -1.2427 0.6460 -0.61
N 1.433906 -1.548093 0.505205 4.1375 -0.8270 1.3266 -0.49
P -1.682788 -0.415702 -0.041858 0.5030 -1.1596 0.1449 0.84
P 1.730976 -0.440566 -0.700718 0.5170 1.3915 0.1520 0.19
H -2.077424 1.584650 0.693868 0.4037 3.4272 -0.7241 0.25
H -1.902266 0.632870 2.015180 0.2871 -0.0172 0.7473 0.27
H -2.865774 1.235557 -1.159415 1.3862 -2.6775 -1.0249 0.26
H -2.658246 -0.284676 -2.046648 -0.2190 -0.0021 -0.3133 0.27
H 3.349810 0.196152 1.045545 -2.0580 1.0517 -2.3058 0.28
H 3.706168 0.794665 -0.449803 -1.5087 -0.0179 0.5390 0.29
H 0.353994 1.301462 -0.922539 -0.3142 1.3658 -0.7202 0.31
H 0.391910 0.812234 0.640582 0.3653 0.3984 0.2900 0.39
H 0.631702 -2.017960 0.211298 -2.3931 -1.6048 -0.0706 0.25
H 2.263220 -2.231057 0.641158 -1.9669 1.4213 -0.4110 0.30
```
Positions in Å, forces in eV/Å.

Computed properties:
HOMO ... -8.1 eV
Energy ... -1017.212610 a.u.
Total charge ... 0

=====

Entry 3:
Below is 2 unconnected molecules or ions with the total composition C4H15N2OS, with properties calculated with the ωB97M-V functional and the def2-TZVPD basis.

Structure (XYZ):
```
23
Properties=species:S:1:pos:R:3:forces:R:3:mulliken_charge:R:1
N 0.967988 -0.873833 1.354298 1.7258 -0.1573 1.0884 -0.32
C 0.698210 0.356256 0.490186 -0.8918 -1.6123 -0.4418 0.00
C 0.069645 -0.152575 -0.811089 -1.2147 2.0326 0.1734 -0.67
C -0.815579 0.981054 -1.450226 0.8614 -0.2861 -0.7714 -0.73
S -2.310549 0.374192 -2.315482 0.3171 0.4284 -0.0953 -0.16
C 1.987430 1.102619 0.271091 1.3787 -0.2167 0.1987 -0.74
N 2.693405 1.159526 1.567816 0.1330 0.5559 -0.3824 -0.60
H 0.133185 -1.091451 1.932749 0.6675 -0.1052 -0.3898 0.37
H 1.834090 -0.634637 1.883153 -0.6605 0.8119 0.7068 0.39
H 1.335237 -1.775381 1.028521 -0.8967 0.1745 -1.2886 0.34
H -0.016926 0.841859 1.173252 0.2174 0.5145 -0.7023 0.30
H -0.658287 -0.932496 -0.654840 0.3208 -0.6968 0.3775 0.37
H 0.889054 -0.455824 -1.443950 -0.0696 -0.3628 -0.4762 0.34
H -0.292151 1.437663 -2.297935 0.0743 -0.0852 0.1267 0.31
H -0.943641 1.821102 -0.762640 -0.5742 -0.3098 0.1529 0.42
H -2.841047 -0.464995 -1.426703 0.0937 0.0106 0.4397 0.10
H 2.648598 0.549865 -0.416312 -0.3064 -0.4458 0.3231 0.43
H 1.950331 2.042880 -0.287377 -0.9220 0.2304 0.4667 0.43
H 3.625706 1.522444 1.396669 0.1042 -0.2282 0.2006 0.27
H 2.264564 1.842034 2.188245 -0.0799 -0.0088 -0.0624 0.20
H -1.669526 -3.063958 2.053801 0.0752 0.1227 -0.0970 0.32
H -0.835124 -2.524242 3.226034 -0.1609 -0.1630 -0.8839 0.32
O -0.901282 -2.508166 2.243259 -0.1925 -0.2035 1.3363 -0.66
```
Positions in Å, forces in eV/Å.

Computed properties:
HOMO ... -12.1 eV
Energy ... -744.087323 a.u.
Total charge ... +1

=====

Entry 4:
Below is a molecular structure, C6H18MgN2SSiTa, with properties calculated with the ωB97M-V functional and the def2-TZVPD basis.

Structure (XYZ):
```
30
Properties=species:S:1:pos:R:3:forces:R:3:mulliken_charge:R:1
C -1.822590 0.967271 -2.873707 -0.2008 -0.0595 -0.1886 -0.81
C -2.375170 1.794703 -1.694325 -0.2242 -0.1489 -0.5204 -0.58
N -1.300388 2.332530 -0.791630 1.1177 -3.0422 -0.5103 -0.61
Ta -0.340592 0.652867 0.111789 -2.1373 3.4660 -2.3008 0.51
N 1.318092 1.852355 0.888120 -0.4945 -1.7206 -0.3027 -0.75
C 1.152458 3.022791 0.688394 0.2706 1.1722 1.9318 0.57
S 0.930295 4.536280 1.002785 -0.1057 0.9646 -0.5347 -0.23
Si 0.947214 -1.568935 0.934403 1.0424 -0.8976 -0.4067 0.43
C 0.711456 -2.851454 -0.437252 -0.4684 0.2319 0.4937 -1.02
C 0.149599 -2.069198 2.580489 0.0099 0.0045 -0.1037 -0.97
C 2.780655 -1.109937 1.071780 -0.2946 -0.0039 -0.1809 -0.88
H -1.917382 -0.101891 -2.682230 0.1492 -0.0293 0.0696 0.27
H -0.775802 1.173507 -3.089334 0.0231 0.1216 0.0501 0.24
H -2.375006 1.162982 -3.792041 -0.1098 0.0703 0.0336 0.33
H -3.049538 1.156036 -1.129089 -0.0768 0.1525 0.2016 0.37
H -2.989181 2.581632 -2.135462 0.1509 0.3907 0.4438 0.36
H -0.674554 2.805679 -1.449474 0.0800 0.5960 0.5214 0.34
H 0.638380 0.426169 -1.447106 0.2498 -0.6808 0.9721 -0.19
H -1.654877 -0.505451 -0.468836 0.5315 -0.0087 0.8081 0.01
H -1.222630 0.826436 1.767589 0.6558 0.2500 1.3016 -0.13
H -0.269471 -2.652464 -0.868922 0.0084 -0.1206 -0.1958 0.31
H 0.676397 -3.872974 -0.053751 0.2040 -0.0109 0.0343 0.38
H 1.460205 -2.759897 -1.220150 0.0721 0.0290 0.0089 0.29
H 0.749492 -1.703287 3.424133 0.0157 0.1547 -0.0786 0.24
H 0.070360 -3.152320 2.691697 -0.0279 -0.0241 -0.0821 0.34
H -0.852092 -1.646694 2.658742 -0.0661 -0.0878 0.1082 0.35
H 3.413295 -1.998375 1.090255 0.0352 -0.0218 0.2124 0.38
H 2.992757 -0.450392 1.915298 0.0846 -0.1302 0.1239 0.22
H 3.050320 -0.554131 0.171596 0.0032 0.0184 -0.0131 0.28
Mg 0.578297 1.706165 3.136242 -0.4980 -0.6357 -1.8967 0.93
```
Positions in Å, forces in eV/Å.

Computed properties:
HOMO ... -11.0 eV
Energy ... -1293.236573 a.u.
Total charge ... +1